C2H3LiO2Rb | ωB97M-V/def2-TZVPD

Geometry as XYZ:
```
9
Properties=species:S:1:pos:R:3:lowdin_spin:R:1
O 0.4288 1.7945 0.9332 0.28
C 1.7234 1.6460 1.2619 0.59
C 0.9072 0.1593 -1.3374 0.01
O 0.4321 -0.8450 -0.7120 0.01
Li -0.3241 2.1790 -0.9494 0.01
H 2.0681 2.5525 1.7841 0.04
H 2.3411 0.8099 1.6293 0.06
H 0.9932 -0.1832 -2.4125 0.00
Rb -1.0983 -0.6537 0.8884 0.01
```

- Total charge: 0
- Molecular weight: 151.5 g mol⁻¹
- Energy: -259.9284 Ha
- 2S+1: 2
- LUMO energy (spin up / spin down): -0.720 / -0.734 eV
- ΔE to the lowest compared entry with this formula, charge and spin: 86.63 kJ/mol

***

C42H63ClCsIN8O4SSe | ωB97M-V/def2-TZVPD

Geometry as XYZ:
```
122
Properties=species:S:1:pos:R:3:lowdin_charge:R:1
Cs 1.5366 0.7666 2.2127 1.05
C 0.0126 3.8666 -5.5452 -0.07
C -1.2155 3.5959 -4.6761 -0.56
C -2.3092 2.9764 -5.5570 -0.05
C -1.7125 4.9324 -4.1112 -0.06
C -0.9041 2.6390 -3.5273 -0.16
C 0.3407 2.0716 -3.3272 0.02
C 0.5351 1.2012 -2.2598 -0.10
N -0.4241 0.8723 -1.4092 0.12
C -1.6284 1.4269 -1.5715 -0.21
C -1.9020 2.3028 -2.6119 0.00
C -2.6522 1.0925 -0.5375 -0.22
C -4.0038 1.3401 -0.7386 0.02
C -4.9234 1.1029 0.2783 -0.16
C -4.4207 0.6111 1.4736 0.01
C -3.0541 0.3817 1.5921 -0.10
N -2.1864 0.6065 0.6162 0.12
C -6.3981 1.4210 0.0530 -0.56
C -6.5406 2.9243 -0.2248 -0.04
C -7.2550 1.0686 1.2686 -0.07
C -6.9139 0.6245 -1.1528 -0.05
H -0.2558 4.5550 -6.3496 0.08
H 0.3941 2.9499 -5.9980 0.09
H 0.8171 4.3222 -4.9658 0.09
H -2.5513 3.6483 -6.3847 0.08
H -3.2231 2.7971 -4.9887 0.08
H -1.9776 2.0225 -5.9713 0.09
H -1.8970 5.6359 -4.9275 0.08
H -0.9754 5.3659 -3.4342 0.08
H -2.6402 4.8116 -3.5498 0.07
H 1.1776 2.2740 -3.9795 0.11
H 1.5002 0.7233 -2.1114 0.02
H -2.8806 2.7548 -2.6896 0.09
H -4.3380 1.7231 -1.6927 0.10
H -5.0566 0.4141 2.3250 0.10
H -2.6399 0.0130 2.5242 0.08
H -6.1636 3.5099 0.6153 0.09
H -7.5918 3.1788 -0.3838 0.08
H -5.9792 3.2223 -1.1113 0.08
H -6.9548 1.6388 2.1490 0.09
H -7.1914 0.0058 1.5097 0.09
H -8.3003 1.3039 1.0575 0.08
H -6.3647 0.8724 -2.0615 0.08
H -7.9701 0.8466 -1.3252 0.08
H -6.8104 -0.4486 -0.9798 0.09
O 0.2429 -1.7454 -0.4066 -0.13
H 1.1815 -1.6143 -0.6480 -0.07
H -0.1535 -0.8576 -0.4642 -0.02
N 3.4027 -0.7705 3.7582 -0.05
C 4.2951 -1.2144 4.3648 -0.44
N 5.3759 -1.6398 4.9904 0.02
C 5.1264 -2.4632 6.0098 -0.47
N 5.0088 -3.1853 6.9125 0.04
N 0.9433 4.9108 1.8956 0.16
C 0.4431 3.8824 1.1620 -0.72
O 1.1267 3.1662 0.4436 -0.09
C -1.0446 3.6716 1.3003 -0.53
I -2.1344 5.0566 0.0749 0.80
H 1.9530 4.9308 1.8865 0.11
H 0.5412 5.0031 2.8400 0.06
H -1.3762 3.8862 2.3104 0.04
H -1.3239 2.6727 0.9937 0.02
C 9.3181 -0.5872 -1.3933 -0.08
C 7.8334 -0.7588 -1.5879 -0.30
C 6.9677 -0.8397 -0.5087 -0.03
C 5.5941 -1.0135 -0.6684 -0.30
C 4.7270 -1.0705 0.5502 -0.10
C 5.0421 -1.1181 -1.9553 -0.59
Se 3.1755 -1.3971 -2.2486 0.59
C 5.9161 -1.0210 -3.0607 -0.33
C 5.3999 -1.1098 -4.4690 -0.13
C 7.2808 -0.8480 -2.8592 -0.05
H 9.5538 -0.4005 -0.3447 0.06
H 9.7051 0.2520 -1.9775 0.07
H 9.8712 -1.4791 -1.7022 0.07
H 7.3643 -0.7664 0.5001 0.11
H 5.3114 -1.0385 1.4681 0.06
H 4.1077 -1.9683 0.5519 0.04
H 4.0328 -0.2251 0.5473 0.04
H 4.5083 -0.4942 -4.5927 0.03
H 5.0897 -2.1316 -4.7041 0.07
H 6.1666 -0.7983 -5.1830 0.06
H 7.9308 -0.7754 -3.7287 0.10
C 2.7266 -4.4004 3.9181 -0.11
C 2.9764 -4.3575 2.4133 -0.24
C 1.9806 -3.5211 1.6172 -0.21
C 0.5342 -4.0108 1.6691 -0.18
N -0.1236 -3.5569 2.8995 0.03
C -1.3311 -3.0122 3.0533 -0.87
S -1.6730 -2.0670 4.4195 0.54
N -2.3036 -3.1666 2.1206 0.00
C -2.6160 -4.3118 1.2761 -0.19
C -3.5564 -3.8581 0.1654 -0.21
C -2.9016 -2.9621 -0.8788 -0.26
C -1.9356 -3.7055 -1.7933 -0.11
H 3.5455 -4.8853 4.4496 0.07
H 1.8141 -4.9549 4.1572 0.07
H 2.6344 -3.3939 4.3327 0.05
H 2.9670 -5.3805 2.0181 0.10
H 3.9782 -3.9646 2.2201 0.10
H 2.2877 -3.4819 0.5688 0.10
H 1.9931 -2.4783 1.9520 0.08
H 0.4930 -5.1043 1.6084 0.12
H 0.0172 -3.5691 0.8221 0.07
H 0.4904 -3.3227 3.6653 0.08
H -3.1338 -2.6851 2.4363 0.08
H -3.1015 -5.0942 1.8739 0.12
H -1.7097 -4.7386 0.8597 0.09
H -4.3916 -3.3210 0.6341 0.10
H -3.9881 -4.7414 -0.3135 0.11
H -2.3615 -2.1560 -0.3749 0.08
H -3.6878 -2.4945 -1.4809 0.10
H -1.0734 -4.0814 -1.2460 0.06
H -1.5336 -3.0345 -2.5498 0.07
H -2.4290 -4.5479 -2.2912 0.07
Cl -1.3938 2.5564 6.7331 0.52
C 0.2495 2.6305 6.0101 -0.48
C 0.1693 3.2625 4.6134 -0.76
O 0.0946 4.5101 4.5696 -0.06
O 0.2144 2.4773 3.6360 -0.35
H 0.6178 1.6105 5.9639 0.07
H 0.8480 3.2467 6.6740 0.07
```

- Total charge: -2
- Molecular weight: 1150.3 g mol⁻¹
- Energy: -5955.1308 Ha
- 2S+1: 1
- LUMO energy: 3.078 eV
- ΔE to the lowest compared entry with this formula, charge and spin: 71.53 kJ/mol

***

C9H13NORu | ωB97M-V/def2-TZVPD

Geometry as XYZ:
```
25
Properties=species:S:1:pos:R:3:lowdin_spin:R:1
C 1.1890 1.9588 0.2644 0.05
C 1.5380 1.3155 -0.9792 0.09
C 2.1072 0.0373 -0.6749 0.13
C 2.1016 -0.1267 0.7281 0.13
C 1.4869 1.0166 1.3235 0.08
Ru -0.0770 0.3161 0.0837 2.15
C -0.7420 -0.3359 -2.0179 0.44
C -1.2371 0.8327 -1.5128 0.12
C -2.1317 1.8191 -1.6629 0.07
N -1.4072 0.4579 1.1306 1.08
H 2.4723 -0.6841 -1.3937 0.01
H 1.4078 1.7430 -1.9676 0.01
H 2.4815 -0.9902 1.2696 0.01
H 1.2922 1.1649 2.3821 0.01
H 0.7490 2.9416 0.3808 0.01
H 0.0483 -0.3513 -2.7751 0.05
H -2.3078 0.4712 1.6289 0.09
H -1.3332 -1.2499 -1.9557 0.04
H -2.6177 1.9803 -2.6189 0.01
H -2.3594 2.4681 -0.8319 0.00
C -0.5599 -2.9826 1.8810 0.03
O -0.0992 -2.0609 0.9560 0.37
H -0.8818 -3.8718 1.3338 0.02
H -1.3887 -2.6021 2.4908 0.00
H 0.2689 -3.2677 2.5373 0.00
```

- Total charge: -1
- Molecular weight: 252.3 g mol⁻¹
- Energy: -575.2778 Ha
- 2S+1: 6
- LUMO energy (spin up / spin down): 3.874 / 2.333 eV
- ΔE to the lowest compared entry with this formula, charge and spin: 323.28 kJ/mol

***

C30H27FeIN10O5 | ωB97M-V/def2-TZVPD

Geometry as XYZ:
```
74
Properties=species:S:1:pos:R:3:lowdin_spin:R:1
Fe 0.2274 0.5479 0.0637 3.69
C -1.7271 2.1983 3.9125 0.00
C -2.3677 2.7019 2.6557 0.00
N -3.4722 3.3949 2.7374 0.00
C -4.0443 3.8598 1.6020 0.00
C -3.5397 3.6330 0.3520 0.00
C -4.2872 4.1562 -0.8464 0.00
O -3.5241 5.0652 -1.6377 0.00
C -2.3477 2.8669 0.2283 0.00
C -1.8311 2.5831 -1.0806 0.00
N -0.8715 1.7636 -1.3623 0.03
C -0.5791 1.5740 -2.7363 0.00
C -1.5902 1.4734 -3.6920 0.00
C -1.2908 1.2364 -5.0226 0.00
C 0.0272 1.0882 -5.4271 0.00
C 1.0466 1.1734 -4.4902 0.00
C 0.7399 1.4080 -3.1601 0.00
I 2.2798 1.4702 -1.7482 0.05
C -1.7281 2.3891 1.4009 0.01
O -0.6433 1.7008 1.4312 0.08
H -2.3111 2.5210 4.7711 0.00
H -0.7036 2.5667 3.9976 0.00
H -1.6543 1.1080 3.8994 0.00
H -4.9591 4.4271 1.7300 0.00
H -5.2148 4.6247 -0.5070 0.00
H -4.5644 3.3406 -1.5174 0.00
H -3.2065 5.7672 -1.0600 0.00
H -2.2972 3.1287 -1.8992 0.00
H -2.6244 1.5475 -3.3743 0.00
H -2.0944 1.1526 -5.7419 0.00
H 0.2656 0.8954 -6.4642 0.00
H 2.0780 1.0521 -4.7918 0.00
N -1.1908 -1.1314 1.6128 0.02
N -2.4059 -0.8666 2.2217 0.00
C -3.4091 -0.2546 1.5550 0.00
N -4.4993 0.0190 2.2850 0.00
N -3.1923 -0.0244 0.2583 0.00
N -4.1017 0.6835 -0.4627 0.00
O -3.8636 0.7452 -1.6641 0.00
O -5.0881 1.2360 0.0192 0.00
H -1.0670 -2.1066 1.3661 0.00
H -0.4314 -0.8133 2.2064 0.00
H -2.6188 -1.2910 3.1117 0.00
H -4.4450 -0.0510 3.2865 0.00
H -5.1818 0.6319 1.8649 0.00
N -3.5205 -2.1014 -3.5185 0.00
C -2.5386 -3.0233 -3.4431 0.00
O -2.6324 -4.1299 -3.9433 0.00
C -1.2690 -2.6263 -2.7340 0.00
C -0.1762 -3.4698 -2.8839 0.00
C 1.0052 -3.1712 -2.2353 0.00
C 1.0598 -2.0324 -1.4540 0.00
N 0.0203 -1.2089 -1.3049 0.04
C -1.1287 -1.5015 -1.9278 0.00
H -4.3961 -2.4165 -3.9012 0.00
H -3.5364 -1.2734 -2.9475 0.00
H -0.2881 -4.3526 -3.4994 0.00
H 1.8753 -3.8057 -2.3267 0.00
H 1.9579 -1.7543 -0.9146 0.00
H -1.9445 -0.8136 -1.7405 0.00
N 7.3842 -2.4049 6.5336 0.00
C 6.5633 -2.1083 5.7856 0.00
C 5.5364 -1.7375 4.8510 0.00
C 4.5345 -2.6479 4.5204 0.00
C 3.5491 -2.2896 3.6210 0.00
C 3.5427 -1.0206 3.0326 0.00
C 4.5548 -0.1172 3.3744 0.00
C 5.5422 -0.4690 4.2739 0.00
C 2.5204 -0.6481 2.1009 0.02
C 1.6517 -0.3257 1.3071 0.02
H 4.5353 -3.6307 4.9719 0.00
H 2.7703 -2.9935 3.3605 0.00
H 4.5515 0.8668 2.9261 0.00
H 6.3212 0.2339 4.5361 0.00
```

- Total charge: 0
- Molecular weight: 790.4 g mol⁻¹
- Energy: -3644.4857 Ha
- 2S+1: 5
- LUMO energy (spin up / spin down): -0.423 / -0.436 eV
- ΔE to the lowest compared entry with this formula, charge and spin: 0.00 kJ/mol

***

BeCl8Tl | ωB97M-V/def2-TZVPD

Geometry as XYZ:
```
10
Properties=species:S:1:pos:R:3:lowdin_charge:R:1
Be 3.4677 2.1674 -1.0643 0.09
Tl -3.1731 0.8157 3.4170 0.27
Cl 3.6596 -1.0358 -1.4978 -0.72
Cl -1.2361 -2.0479 -2.9436 -0.45
Cl -1.9072 -2.3665 0.2270 -0.14
Cl 0.3243 0.7515 1.1935 -0.70
Cl 4.2637 3.9348 -0.4191 -0.12
Cl -1.8796 -5.4353 0.4498 -0.54
Cl 1.8433 1.6941 -2.6446 -0.30
Cl -5.3626 1.5221 3.2820 -0.39
```

- Total charge: -3
- Molecular weight: 497.0 g mol⁻¹
- Energy: -3868.7591 Ha
- 2S+1: 1
- LUMO energy: 3.667 eV

***

C19H31BBrHfN3O5PS | ωB97M-V/def2-TZVPD

Geometry as XYZ:
```
63
Properties=species:S:1:pos:R:3:lowdin_charge:R:1
C 5.2229 2.5019 0.3221 -0.12
C 3.7355 2.8768 -0.1484 -0.23
C 2.6553 2.9619 1.0322 -0.21
O 1.4832 3.7581 0.7392 -0.14
C 0.7152 3.2266 -0.3503 -0.15
C -0.0473 1.8424 -0.0442 -0.25
O -0.6100 1.5965 1.2564 -0.24
P -2.1456 0.8024 1.2075 0.41
Br -3.4363 2.6896 1.5537 0.65
C -1.5071 -1.0117 1.1752 -0.17
C 0.0446 -1.1454 1.5629 -0.15
C 0.3927 -2.7553 1.5547 -0.12
C 1.6610 -3.0162 0.5951 -0.14
C 3.0326 -2.4560 1.1205 0.02
C 4.3258 -2.6919 0.2980 -0.01
C 4.2013 -3.4894 -1.0369 0.01
C 2.8368 -4.0076 -1.5781 -0.02
C 1.5304 -3.7819 -0.7712 0.00
B -2.3610 0.6009 3.1443 -0.65
N -3.6918 0.2519 3.7798 0.13
O -1.2694 0.8114 4.0455 0.10
O -2.2600 0.9104 -0.5289 -0.37
C -1.3379 1.9013 -1.0473 -0.32
C -1.0370 1.8809 -2.6264 -0.14
C -1.5604 0.5744 -3.4022 -0.38
S -3.4135 0.4883 -3.5953 0.86
C -4.1331 -1.0037 -2.7674 -0.61
N -5.2481 -1.9230 -3.1896 -0.29
N -5.4230 -2.9001 -2.2412 0.06
C -4.4959 -2.6609 -1.1526 0.08
O -3.7220 -1.5104 -1.5154 -0.06
H 5.4105 1.3632 0.2410 0.07
H 5.4824 2.7991 1.3928 0.08
H 6.0328 2.9803 -0.3511 0.09
H 3.7850 3.8066 -0.8072 0.12
H 3.3907 2.0134 -0.8440 0.10
H 3.1840 3.4889 1.9174 0.15
H 2.3761 1.9151 1.4428 0.13
H 1.2897 3.0897 -1.3298 0.13
H -0.1055 4.0122 -0.5761 0.15
H 0.5944 1.0390 -0.5560 0.15
H -3.4622 0.1657 1.0769 0.01
H -1.6422 -1.4902 0.1417 0.11
H -2.1300 -1.6566 1.9077 0.12
H 0.7502 -0.6854 0.7801 0.11
H 0.2567 -0.7054 2.5938 0.13
H 0.7434 -3.0933 2.6025 0.15
H -0.4862 -3.3986 1.2162 0.11
H 3.0655 -1.8807 2.1046 0.12
H 5.3364 -2.3004 0.6480 0.11
H 5.1555 -3.6984 -1.6449 0.12
H 2.7910 -4.5698 -2.5657 0.11
H 0.5227 -4.1558 -1.1533 0.10
H -4.3120 -0.2262 3.1092 0.07
H -4.1661 1.1281 4.0794 0.10
H -1.5467 0.5032 4.9489 0.14
H -1.9242 2.8840 -0.9257 0.12
H 0.1065 1.9185 -2.7513 0.14
H -1.4404 2.8289 -3.1340 0.14
H -1.1253 0.6379 -4.4731 0.12
H -1.1689 -0.4016 -2.9592 0.11
H -4.3538 -3.2767 -0.2017 0.19
Hf -6.5477 -0.3567 -3.3216 1.84
```

- Total charge: +3
- Molecular weight: 713.7 g mol⁻¹
- Energy: -4667.8604 Ha
- 2S+1: 1
- LUMO energy: -12.279 eV